Entry 1:
# C5H7N

The molecule C5H7N (ωB97M-V/def2-TZVPD, OMol25).

Computed properties:
Energy relative to the best compared isomer or geometry (same formula, charge and spin) ... 0.14 kcal/mol
SMILES string ... Cc1ccc[nH]1
Frontier orbital gap ... 9.040 eV

```
13
Properties=species:S:1:pos:R:3:forces:R:3:mulliken_charge:R:1
C -0.2083 1.8606 0.4826 0.02 0.05 0.02 -1.1108
C -0.0540 0.4037 0.1790 -0.05 -0.12 0.08 0.3605
C -0.2808 -0.7094 0.9520 -0.02 0.08 0.07 -0.4663
C -0.0130 -1.8587 0.1550 0.03 -0.10 -0.06 -0.5000
C 0.3748 -1.4142 -1.0820 -0.01 -0.16 0.05 -0.4477
N 0.3428 -0.0471 -1.0537 0.05 0.40 -0.13 -0.0514
H 0.6232 2.4469 0.0760 -0.09 -0.07 0.04 0.3213
H -1.1393 2.2762 0.0785 0.13 -0.10 0.01 0.2560
H -0.2234 2.0212 1.5636 0.01 -0.07 -0.14 0.2899
H -0.6044 -0.6957 1.9846 0.04 -0.01 -0.15 0.3939
H -0.0944 -2.8936 0.4569 0.02 0.14 -0.03 0.3743
H 0.6763 -1.9450 -1.9741 -0.06 0.05 0.16 0.3871
H 0.6006 0.5550 -1.8184 -0.05 -0.11 0.08 0.1932
```
Positions in Å, forces in eV/Å.

=====

Entry 2:
# C6H16N2O

A cluster of 3 separate species, C6H16N2O in total (ωB97M-V/def2-TZVPD, OMol25).

Computed properties:
Energy relative to the best compared isomer or geometry (same formula, charge and spin) ... 117.77 kcal/mol
Frontier orbital gap (alpha / beta) ... 7.216 / 7.006 eV

```
25
Properties=species:S:1:pos:R:3:forces:R:3:mulliken_charge:R:1
C -0.1986 0.0122 -1.0244 0.41 0.51 1.62 0.1169
C 0.3475 0.4248 1.1944 0.36 0.71 0.02 1.7595
C -0.7595 0.1168 2.1726 -0.08 -0.13 -0.18 -1.7908
C 0.5865 1.9067 1.0387 0.02 0.00 0.14 -1.6750
C 1.6057 -0.3628 1.4501 0.02 0.03 -0.14 -1.6185
C -1.3913 -1.8987 -2.3689 -0.04 -0.28 0.57 -0.8372
N -0.6178 -1.1273 -0.5146 -0.66 -0.82 -2.06 -0.5479
N 1.0041 0.0610 -1.7006 0.31 -0.25 -0.15 -0.3685
O -1.0864 0.9911 -1.3587 0.10 0.21 0.08 -0.4526
H -0.5959 1.7813 -1.6227 -0.17 -0.01 0.10 0.3687
H -1.5244 -0.9877 -0.0809 0.00 0.04 -0.04 0.3196
H 1.0747 0.6840 -2.4917 -0.23 -0.03 0.09 0.2072
H 1.3647 -0.8565 -1.9251 0.04 0.04 0.21 0.2414
H -0.5043 0.4705 3.1862 0.05 0.05 -0.20 0.4256
H -1.6979 0.6038 1.8910 0.01 -0.02 0.01 0.3663
H -0.9324 -0.9582 2.2664 -0.02 0.01 -0.09 0.4092
H 0.9683 2.3480 1.9763 -0.02 -0.08 -0.09 0.4291
H 1.3335 2.1191 0.2687 0.00 -0.03 -0.03 0.3365
H -0.3360 2.4435 0.8016 0.00 -0.03 -0.02 0.3411
H 2.3745 -0.1471 0.7030 -0.08 -0.05 -0.05 0.3573
H 2.0490 -0.1004 2.4261 -0.16 0.02 -0.08 0.4100
H 1.4133 -1.4377 1.4587 -0.01 0.04 -0.04 0.3495
H -0.5545 -2.5028 -2.7020 -0.09 -0.03 0.11 0.2694
H -2.2330 -2.4545 -1.9694 0.13 -0.09 -0.05 0.2763
H -1.6900 -1.1291 -3.0748 0.12 0.19 0.24 0.3072
```
Positions in Å, forces in eV/Å.

=====

Entry 3:
# C8H8O2

The molecule C8H8O2 (ωB97M-V/def2-TZVPD, OMol25).

Computed properties:
Energy relative to the best compared isomer or geometry (same formula, charge and spin) ... 70.66 kcal/mol
SMILES string ... CO[C@]12C=C[C@H]1C=CC2=O
Frontier orbital gap ... 8.644 eV

```
18
Properties=species:S:1:pos:R:3:forces:R:3:mulliken_charge:R:1
C -0.1191 -1.8892 -0.6888 0.78 1.14 -0.12 -0.6607
C 0.9145 -1.1196 -1.0269 0.26 1.68 1.19 -0.2576
C 1.8782 0.0681 1.0296 -2.76 1.01 1.96 -0.4250
C 0.7894 0.1403 1.8927 1.00 -0.53 -4.41 -0.9590
C -1.0322 -1.2695 0.2573 1.77 2.66 1.59 0.3588
C 1.0597 0.1805 -0.2478 -1.74 -3.47 1.96 -0.9103
C -0.2150 0.1862 0.6753 -0.02 -1.84 -0.47 1.1865
C -1.5358 1.6249 -0.6707 -0.33 -0.13 -1.98 -0.5561
O -2.0690 -1.6020 0.7510 -0.04 -0.29 -0.36 -0.5540
O -1.0913 1.2424 0.6348 -0.54 1.14 -0.40 -0.4353
H -0.1428 -2.8651 -1.0012 -0.69 -2.25 -0.89 0.4945
H 1.7337 -1.3076 -1.6712 0.39 -0.94 -0.76 0.4888
H 2.9203 0.2992 1.1046 0.56 -0.64 0.44 0.3966
H 0.5378 0.0841 2.9067 0.15 0.12 1.40 0.4756
H 1.3684 1.0005 -0.7496 0.40 2.72 -2.05 0.6457
H -1.9022 2.7182 -0.6497 0.77 -1.77 0.18 0.2738
H -2.4599 0.9855 -1.0921 2.09 1.07 1.12 0.2146
H -0.6348 1.5232 -1.4539 -2.06 0.33 1.61 0.2231
```
Positions in Å, forces in eV/Å.

=====

Entry 4:
# C20H46OP4Tl

A structure of composition C20H46OP4Tl (ωB97M-V/def2-TZVPD, OMol25).

Computed properties:
Energy relative to the best compared isomer or geometry (same formula, charge and spin) ... 31.78 kcal/mol
Charge ... +3
Frontier orbital gap (alpha / beta) ... 3.023 / 5.191 eV

```
72
Properties=species:S:1:pos:R:3:forces:R:3:mulliken_charge:R:1
Tl 0.1938 -0.3045 -2.1037 -0.10 0.30 1.23 1.2046
P -0.2100 2.3324 -0.3538 -0.12 1.68 0.02 0.7409
P -0.2315 0.1955 1.8514 -0.28 -0.09 2.05 0.7028
P -3.2409 -0.2483 -0.7978 -0.96 -0.85 -0.14 0.7971
H 2.7889 -3.2370 -6.4670 0.21 0.65 -0.63 0.2524
C 2.2083 -2.3878 -6.8657 -0.05 -0.63 0.01 -0.4379
C 2.4505 -1.1219 -6.5147 0.75 0.27 -0.40 -0.5226
H 3.4702 -0.8796 -6.1523 -0.99 0.01 0.50 0.3163
C 1.4423 3.1266 -0.5182 0.19 -0.59 0.31 -1.2259
C -1.1277 3.4873 0.7348 -0.08 -0.40 0.23 -1.2675
C -0.9482 2.8291 -1.9749 -0.31 -0.58 -0.21 -1.2945
C -0.3554 -1.6028 2.2369 0.16 -0.31 -1.12 -1.0569
C 0.9591 0.6763 3.1780 0.34 0.39 -0.48 -1.4326
C -1.7631 0.7241 2.7311 -0.32 0.45 -0.77 -1.1675
C -3.9865 -0.3738 -2.4753 0.43 0.28 -0.22 -1.3089
C -4.6355 0.6642 -0.0005 0.57 0.72 0.23 -1.3746
C -3.6771 -1.9426 -0.2100 0.44 -0.02 0.06 -1.3593
H 1.4584 -2.6564 -7.6039 -0.44 0.05 0.45 0.3038
H 1.7489 -0.3021 -6.7397 0.62 -0.41 -0.32 0.3124
H 2.0960 2.5290 -1.1693 -0.12 0.19 0.13 0.2227
H 1.9182 3.2261 0.4657 -0.09 0.00 -0.24 0.3100
H 1.3238 4.1209 -0.9684 -0.11 -0.21 0.15 0.5856
H -0.6663 3.5416 1.7281 -0.11 0.01 -0.20 0.4137
H -2.1636 3.1334 0.8348 0.26 0.15 0.02 0.2574
H -1.1361 4.4904 0.2875 0.07 -0.25 0.03 0.5070
H -0.5007 2.2777 -2.8170 -0.13 0.29 0.19 0.4415
H -0.7748 3.9031 -2.1363 0.00 -0.27 0.17 0.4993
H -2.0304 2.6415 -1.9714 0.27 0.03 -0.02 0.2809
H -0.6823 -1.7275 3.2785 0.10 0.24 -0.25 0.4510
H 0.6156 -2.0927 2.0986 -0.26 0.05 0.01 0.2861
H -1.0919 -2.0672 1.5680 0.15 -0.04 0.24 0.2254
H 0.4217 0.6581 4.1354 0.12 -0.02 -0.26 0.5770
H 1.3245 1.6944 2.9968 0.00 -0.18 0.23 0.3215
H 1.8114 -0.0129 3.2340 -0.24 0.20 -0.09 0.4442
H -1.7758 0.2340 3.7138 0.07 0.09 -0.30 0.5560
H -2.6533 0.4318 2.1603 0.16 0.09 0.19 0.0451
H -1.7741 1.8106 2.8712 -0.06 -0.25 0.03 0.4304
H -5.0787 -0.4369 -2.3715 0.37 -0.13 -0.20 0.4750
H -3.6006 -1.2525 -3.0081 -0.14 0.19 0.05 0.3258
H -3.7304 0.5293 -3.0417 -0.21 -0.19 -0.10 0.3652
H -5.5496 0.5606 -0.6024 0.29 -0.01 0.33 0.4443
H -4.3609 1.7277 0.0586 -0.37 -0.18 0.02 0.3086
H -4.7994 0.3010 1.0208 -0.03 0.07 -0.23 0.4182
H -4.6616 -2.2159 -0.6090 0.19 0.00 0.18 0.4484
H -3.7041 -1.9703 0.8868 -0.02 -0.06 -0.24 0.4297
H -2.9257 -2.6649 -0.5568 -0.26 0.04 0.08 0.2811
C 2.1290 -2.9119 -3.8057 2.24 -1.94 0.67 0.4747
C 1.5924 -4.3262 -3.6896 0.80 0.99 0.70 -0.6068
C 0.3273 -4.3545 -2.9398 -0.69 -0.44 -0.25 -0.7512
C -0.6040 -3.3955 -3.1710 -0.89 -0.71 0.07 -0.1104
C -0.2337 -2.2595 -3.9629 1.20 0.82 0.25 -1.4862
C 1.1240 -1.9143 -4.0806 -0.91 1.38 -0.70 -0.5190
O 3.3490 -2.8274 -3.6416 -1.99 1.61 -0.41 -0.5889
H 2.4351 -4.7302 -3.1218 -0.40 -1.12 -0.53 0.3701
H 1.4995 -4.6694 -4.7392 0.02 -0.38 0.53 0.3097
H 0.1919 -5.1870 -2.2543 -0.40 0.10 -0.15 0.5377
H -1.6510 -3.4493 -2.7984 0.95 -0.08 -0.21 0.5306
H -1.0043 -1.5502 -4.2932 0.23 -0.24 0.04 0.9533
H 1.4845 -0.9056 -4.3082 -0.33 -0.44 -0.47 1.0284
C 3.8955 1.0515 1.2131 -0.73 0.53 0.07 -1.3449
P 2.8179 -0.0015 0.1416 2.04 -0.75 0.22 0.6727
C 3.8961 -0.0495 -1.3585 -0.56 0.16 -0.25 -0.9074
C 3.2803 -1.6320 0.8616 -0.77 -0.25 -0.04 -1.4951
H 4.0462 2.0308 0.7407 0.06 -0.24 0.21 0.4301
H 4.8603 0.5471 1.3516 -0.22 0.05 -0.19 0.4539
H 3.4315 1.1900 2.1966 0.25 0.06 -0.23 0.3239
H 4.8253 -0.5677 -1.1035 -0.08 0.12 0.04 0.4173
H 3.4197 -0.6136 -2.1716 0.23 0.18 0.06 0.1213
H 4.1290 0.9750 -1.6758 -0.07 -0.28 -0.08 0.4064
H 2.9136 -1.7180 1.8944 0.18 -0.05 -0.29 0.3926
H 4.3756 -1.7332 0.8473 -0.35 0.07 0.01 0.5363
H 2.8293 -2.4315 0.2570 0.21 0.06 0.25 0.3176
```
Positions in Å, forces in eV/Å.

=====

Entry 5:
# C4H9N2

A cluster of 2 separate species, C4H9N2 in total (ωB97M-V/def2-TZVPD, OMol25).

Computed properties:
Energy relative to the best compared isomer or geometry (same formula, charge and spin) ... 84.97 kcal/mol
Charge ... +1
Frontier orbital gap ... 9.992 eV

```
15
Properties=species:S:1:pos:R:3:forces:R:3:mulliken_charge:R:1
C 1.4125 1.4480 0.3999 -1.05 -1.52 1.21 -0.4036
C 1.5727 0.3174 -0.6529 -2.11 -0.42 0.29 -0.3622
C -2.4793 -1.2681 -0.3107 0.88 4.00 -1.60 -0.2745
C 0.5486 0.3147 1.1378 0.79 2.88 -0.59 -0.0507
N -1.3615 -0.6413 -0.4868 -2.26 -1.27 0.02 -0.4537
N 0.8809 -0.5830 0.3139 0.26 -1.51 0.82 -0.0190
H 2.2797 1.6735 1.0261 0.13 -0.16 -0.39 0.2943
H 0.9537 2.3851 0.1068 -0.34 -0.12 -0.05 0.2994
H 0.8931 0.3306 -1.5278 0.63 0.49 0.34 0.2349
H 2.5011 -0.0602 -0.8853 2.22 -0.42 -0.71 0.3264
H -3.4249 -0.8207 -0.5896 -0.28 0.24 0.03 0.2198
H -2.5828 -2.1952 0.1126 0.51 -2.47 0.88 0.2772
H -0.2305 0.3302 1.8957 0.44 -0.38 0.21 0.3728
H -1.4623 0.3327 -0.8310 -0.52 -0.81 -0.08 0.2094
H 0.4990 -1.5635 0.2914 0.69 1.47 -0.37 0.3295
```
Positions in Å, forces in eV/Å.

=====

Entry 6:
# C4H8O2

The molecule C4H8O2 (ωB97M-V/def2-TZVPD, OMol25).

Computed properties:
Energy relative to the best compared isomer or geometry (same formula, charge and spin) ... 38.71 kcal/mol
SMILES string ... CO[C@@H](C)C=O
Frontier orbital gap ... 10.609 eV

```
14
Properties=species:S:1:pos:R:3:forces:R:3:mulliken_charge:R:1
C 1.9119 0.1100 -0.3706 0.27 0.13 -0.04 -0.6616
O 0.7833 -0.6573 0.0293 0.01 -0.02 0.02 -0.3474
C -0.4728 -0.0482 -0.2565 -0.08 -0.01 -0.06 0.4695
C -1.5639 -1.0481 0.0810 0.00 0.00 0.03 -1.3108
C -0.4812 1.1627 0.6589 0.13 0.39 -0.08 -0.0522
O -0.1262 2.2648 0.3158 -0.41 -0.30 0.18 -0.4612
H 2.1886 -0.0818 -1.4172 -0.16 -0.08 0.17 0.2436
H 1.7386 1.1858 -0.2555 0.11 -0.22 -0.03 0.3167
H 2.7379 -0.1775 0.2840 -0.08 -0.03 -0.16 0.2379
H -0.5216 0.2804 -1.3049 0.05 -0.04 0.14 0.2754
H -1.2999 -2.0291 -0.3219 -0.03 0.14 0.01 0.3185
H -1.6750 -1.1442 1.1669 0.07 -0.03 -0.14 0.3281
H -2.5308 -0.7465 -0.3339 0.17 0.03 0.03 0.3637
H -0.6889 0.9291 1.7246 -0.06 0.05 -0.07 0.2799
```
Positions in Å, forces in eV/Å.

=====

Entry 7:
# C11H38N2O8

A cluster of 8 separate species, C11H38N2O8 in total (ωB97M-V/def2-TZVPD, OMol25).

Computed properties:
Energy relative to the best compared isomer or geometry (same formula, charge and spin) ... 59.19 kcal/mol
SMILES string ... NC(N)=O.CCO.CCO.CCO.CO.CO.CO.CO
Frontier orbital gap ... 9.305 eV

```
59
Properties=species:S:1:pos:R:3:forces:R:3:mulliken_charge:R:1
C -0.8764 2.8269 3.3451 -2.16 0.44 0.96 -0.3026
C -1.4347 4.2498 3.4831 -0.40 -1.10 1.47 -0.6217
O -0.7393 4.9746 4.4977 0.35 0.22 -0.14 -0.5351
H -1.0818 2.2515 4.2846 0.41 0.28 -0.94 0.2750
H 0.1453 2.9028 3.0935 1.30 -0.25 -0.02 0.1661
H -1.3980 2.4203 2.4802 -0.05 -0.52 0.00 0.0621
H -2.5518 4.2740 3.6580 1.31 0.03 0.16 0.3187
H -1.2339 4.7181 2.5801 -0.03 1.07 -1.99 0.3720
H 0.1408 5.1838 4.1205 -0.78 -0.17 0.48 0.3060
C 2.3461 -1.0098 -1.8094 -0.83 -1.83 0.16 -0.4324
C 2.7221 -2.3610 -2.5363 -0.06 0.86 1.42 -0.3135
O 3.8043 -1.9876 -3.4183 -1.27 1.44 2.05 -0.5127
H 1.4334 -1.0591 -1.1576 0.64 -0.25 -0.89 -0.3610
H 2.2888 -0.2281 -2.5526 -0.14 0.20 -0.21 0.3505
H 3.0932 -0.7782 -1.0890 0.95 0.26 0.36 0.4093
H 1.8576 -2.7394 -3.0765 -0.01 0.15 -0.50 0.1881
H 2.9586 -3.2032 -1.7936 0.22 1.33 -0.83 0.2549
H 4.0177 -2.7200 -3.9244 0.78 -2.21 -1.60 0.2810
C -2.0996 -3.0835 -2.1839 0.09 -0.44 -0.89 -0.9943
C -0.5997 -3.1725 -2.3281 0.05 -1.04 -0.15 0.1144
O -0.0115 -3.9732 -1.2753 0.78 -0.94 -1.29 -0.6903
H -2.4686 -2.3393 -2.8843 -0.04 0.12 -0.27 0.3367
H -2.3990 -2.7371 -1.2162 -0.15 -0.17 0.66 -0.0435
H -2.5577 -4.0432 -2.4630 -0.03 0.28 0.44 0.4222
H -0.1575 -2.2014 -2.3140 0.34 0.82 0.14 -0.1596
H -0.3523 -3.6242 -3.2983 -0.10 0.11 0.12 0.5857
H 0.6687 -4.5748 -1.6937 -1.17 1.13 0.93 0.3300
C 0.0496 -1.3490 1.3918 5.56 -2.19 -0.71 0.5876
O 1.3999 -1.5718 1.2984 -6.34 1.40 0.34 -0.6965
N -0.5112 -0.4193 2.1489 -0.55 2.28 1.60 -0.2770
N -0.8417 -2.0875 0.7559 -1.22 -1.04 -0.84 -0.0387
H 0.1294 0.3236 2.4067 -0.16 0.07 0.36 0.0925
H -1.5379 -0.2836 2.2557 1.66 -0.29 -0.32 0.1708
H -0.5050 -2.8066 0.1607 0.55 -0.75 -0.19 0.1427
H -1.8673 -2.0743 0.9140 1.12 0.32 0.01 0.2494
C 3.0550 1.0130 1.5556 -1.23 -0.94 -0.56 -0.4248
O 1.6845 1.4622 1.6253 0.97 -0.54 3.48 -0.2816
H 2.9077 0.2320 0.8693 0.70 -1.71 -0.79 -0.0863
H 3.3958 0.5182 2.4844 -0.29 0.95 -0.32 0.2703
H 3.7540 1.6574 1.0379 0.18 0.89 0.68 0.3132
H 1.4447 1.9281 0.8711 -0.38 1.59 -2.26 0.2507
C 2.1869 2.6610 -1.4587 -0.61 -1.64 0.25 -0.4697
O 1.8309 3.5346 -0.4604 -0.94 1.26 1.24 -0.4859
H 2.6181 3.1913 -2.2571 0.70 0.27 -1.41 0.4371
H 1.3061 2.1064 -1.7557 -0.27 0.12 -0.37 0.0013
H 2.8331 1.9287 -1.0100 0.84 -0.62 -0.43 0.2373
H 2.6532 3.9398 -0.2109 0.28 0.60 0.59 0.2981
C -1.1372 0.6516 -1.3792 0.18 0.45 0.75 0.3407
O -1.1397 1.5015 -0.2038 -1.76 1.80 -4.01 -0.5106
H -1.5023 1.2618 -2.2237 0.42 -0.22 0.42 0.4857
H -1.7877 -0.2222 -1.2886 -0.13 0.09 0.22 -0.1422
H -0.1227 0.2688 -1.5279 -0.17 0.17 -0.39 -0.3795
H -0.8496 1.0712 0.5332 1.40 -2.27 2.93 0.2181
C -4.2916 -1.0162 0.1591 0.07 0.88 -0.84 -0.6026
O -3.6160 -1.8008 1.1346 0.73 -0.01 -0.57 -0.6097
H -5.2756 -1.0194 0.5583 -1.42 0.36 -0.61 0.3657
H -4.2345 -1.4297 -0.8695 -0.02 -0.10 0.91 0.2101
H -3.9388 0.0486 0.0988 0.02 -0.91 0.15 0.2450
H -3.6049 -1.1854 1.8576 0.13 -0.09 1.07 0.2831
```
Positions in Å, forces in eV/Å.

=====

Entry 8:
# C5H13NO2

A cluster of 2 separate species, C5H13NO2 in total (ωB97M-V/def2-TZVPD, OMol25).

Computed properties:
Energy relative to the best compared isomer or geometry (same formula, charge and spin) ... 19.46 kcal/mol
Charge ... +1
2S+1 ... 2
Frontier orbital gap (alpha / beta) ... 9.578 / 4.753 eV

```
21
Properties=species:S:1:pos:R:3:forces:R:3:mulliken_charge:R:1
C 0.9660 1.4206 0.7845 -0.53 0.36 1.00 -0.8098
C -0.2560 0.4913 0.6669 0.43 -0.52 -0.39 0.6106
C 0.0962 -0.7577 -0.1732 -0.50 0.42 0.34 -1.4438
C -0.8132 0.0195 2.0341 0.17 1.87 -0.49 -1.3437
C 1.4169 1.9580 -0.5548 0.28 -0.06 1.11 0.5332
N 2.5774 1.6787 -1.0524 0.62 -0.79 -0.84 -0.2888
O 0.6521 2.7589 -1.1318 -0.80 0.10 -0.33 -0.1693
H 0.8223 2.2933 1.4316 -0.44 -0.06 -0.15 0.4416
H 1.7533 0.8661 1.2619 0.90 -0.25 -0.19 0.3276
H -0.9902 1.0637 0.0988 -0.31 -0.11 0.21 0.3310
H 0.6568 -1.5189 0.3771 0.26 0.37 0.05 0.3569
H -0.8561 -1.2401 -0.3996 0.17 -0.02 -0.49 0.4197
H 0.6398 -0.4617 -1.0706 -0.19 -0.41 -0.28 0.3787
H -0.5274 -0.9990 2.2252 -0.22 -0.35 0.18 0.3630
H -1.8783 0.2124 1.9585 -0.26 -0.69 0.33 0.3430
H -0.4792 0.6673 2.8531 0.09 -0.22 -0.06 0.3928
H 2.6919 1.7588 -2.0567 0.47 0.37 0.09 0.2800
H 3.2147 1.0790 -0.5425 -0.17 -0.04 -0.11 0.2761
H -3.3431 -4.3915 -1.7710 0.12 0.13 -0.16 0.3259
H -3.5057 -3.1620 -2.6669 0.09 -0.16 0.03 0.3220
O -2.8381 -3.7369 -2.2723 -0.20 0.06 0.14 -0.6467
```
Positions in Å, forces in eV/Å.